a:
Below is one molecule with the formula C2H2N2O2S, with properties calculated with the ωB97M-V functional and the def2-TZVPD basis.

Geometry as ORCA input:
```
! wB97M-V def2-TZVPD RIJCOSX def2/J DEFGRID3
* xyz 0 1
O 0.539 1.139 2.319
C 0.254 0.556 1.305
N -0.706 -0.351 1.018
N -0.717 -0.703 -0.321
C 0.207 0.024 -0.827
S 0.784 0.210 -2.466
O 0.858 0.793 0.104
H -1.331 -0.776 1.691
H 0.113 -0.893 -2.822
*
```

Properties
Orbital gap, eV: 9.86
SMILES string: O=c1[nH]nc(S)o1

=====

b:
Below is C2H2N2O2S as an isolated structure, with properties calculated with the ωB97M-V functional and the def2-TZVPD basis.

Geometry as ORCA input:
```
! wB97M-V def2-TZVPD RIJCOSX def2/J DEFGRID3
* xyz 0 1
C 0.305 -0.658 0.717
C 0.089 0.511 -0.955
H -1.109 -0.710 2.501
H -1.079 1.775 -1.651
N 1.359 -0.964 0.011
N -0.538 0.272 0.157
O 1.210 -0.165 -1.134
O -0.249 1.347 -1.917
S 0.013 -1.407 2.271
*
```

Properties
Orbital gap, eV: 10.00

=====

c:
Below is one molecule with the formula C2H2N2O2S, with properties calculated with the ωB97M-V functional and the def2-TZVPD basis.

Geometry as ORCA input:
```
! wB97M-V def2-TZVPD RIJCOSX def2/J DEFGRID3
* xyz 0 1
O -1.058 -1.868 -0.397
C -0.292 -0.887 -0.520
O 0.559 -0.587 -1.526
N 1.719 0.330 -1.106
N 1.029 0.943 -0.035
C -0.082 0.209 0.401
S -1.038 0.830 1.549
H 2.365 -0.440 -0.807
H 1.245 1.958 0.104
*
```

Properties
Orbital gap, eV: 8.11
SMILES string: O=c1o[nH][nH]c1=S

=====

d:
Below is one molecule with the formula C2H2N2O2S, with properties calculated with the ωB97M-V functional and the def2-TZVPD basis.

Geometry as ORCA input:
```
! wB97M-V def2-TZVPD RIJCOSX def2/J DEFGRID3
* xyz 0 1
C 1.931 0.288 -1.302
C -0.897 -0.095 0.439
N -1.811 -0.833 0.040
N -0.391 -0.394 1.790
O 0.706 0.078 1.985
O -0.387 0.963 -0.169
S 1.348 1.306 -0.349
H 1.644 -0.634 -1.602
H -2.142 -0.679 -0.832
*
```

Properties
Orbital gap, eV: 8.67

=====

Computed relative energies in units of eV: a 0.000; b 0.710; c 3.100; d 5.675

=====

a:
Below is C2H2N2O2S as an isolated structure, with properties calculated with the ωB97M-V functional and the def2-TZVPD basis.

Geometry as ORCA input:
```
! wB97M-V def2-TZVPD RIJCOSX def2/J DEFGRID3
* xyz 0 1
C 2.001 -0.642 -0.445
C -1.083 0.200 0.075
N -1.557 -0.381 1.101
N -0.391 1.384 0.538
O 0.506 1.768 -0.155
O -0.835 -0.078 -1.095
S 1.192 0.069 -1.487
H 2.140 -1.095 0.475
H -1.972 -1.225 0.994
*
```

Properties
Orbital gap, eV: 8.23

=====

b:
Below is a 2-piece molecular cluster, C2H2N2O2S overall, with properties calculated with the ωB97M-V functional and the def2-TZVPD basis.

Geometry as ORCA input:
```
! wB97M-V def2-TZVPD RIJCOSX def2/J DEFGRID3
* xyz 0 1
C 1.007 -0.372 -1.359
C -0.014 0.010 -0.588
N 0.191 1.367 -0.415
N -0.999 -0.931 1.856
O -2.013 -0.393 2.155
O -0.332 -1.803 2.301
S 1.343 1.347 -1.732
H 1.394 -1.253 -1.812
H -0.578 2.027 -0.406
*
```

Properties
Orbital gap (spin up / spin down), eV: 7.61 / 7.52

=====

c:
Below is one molecule with the formula C2H2N2O2S, with properties calculated with the ωB97M-V functional and the def2-TZVPD basis.

Geometry as ORCA input:
```
! wB97M-V def2-TZVPD RIJCOSX def2/J DEFGRID3
* xyz 0 1
O -1.431 -0.982 2.188
C -0.728 -0.673 1.251
N -0.947 0.412 0.325
C 0.054 0.297 -0.449
S 0.518 1.398 -1.883
O 1.011 -0.612 -0.103
N 0.413 -1.341 0.949
H 1.755 0.922 -1.918
H 1.096 -1.774 1.630
*
```

Properties
Orbital gap, eV: 10.56
SMILES string: O=c1nc(S)o[nH]1

=====

d:
Below is one molecule with the formula C2H2N2O2S, with properties calculated with the ωB97M-V functional and the def2-TZVPD basis.

Geometry as ORCA input:
```
! wB97M-V def2-TZVPD RIJCOSX def2/J DEFGRID3
* xyz 0 1
H 1.228 -0.447 0.275
N 0.483 -0.734 -0.360
C -0.525 -0.011 -0.215
S -2.027 -0.701 -1.019
O -2.517 -0.145 -2.269
O -3.014 -0.910 0.182
C -1.414 -2.262 -1.347
N -1.208 -3.382 -1.376
H -0.760 0.855 0.572
*
```

Properties
Orbital gap, eV: 11.04
SMILES string: [H]/N=C/S(=O)(=O)C#N

=====

Computed relative energies in units of eV: a 4.709; b 6.182; c 0.000; d 1.945

=====

a:
Below is one molecule with the formula C2H2N2O2S, with properties calculated with the ωB97M-V functional and the def2-TZVPD basis.

Geometry as ORCA input:
```
! wB97M-V def2-TZVPD RIJCOSX def2/J DEFGRID3
* xyz 0 1
O 1.643 -1.097 -0.074
C 0.557 -0.513 0.035
N -0.586 -1.106 0.214
C -1.545 -0.089 0.175
S -3.180 -0.494 -0.047
O -0.929 1.145 0.030
N 0.430 0.920 0.100
H 2.599 -0.528 -0.144
H 1.010 1.762 -0.289
*
```

Properties
Orbital gap, eV: 7.60
SMILES string: Oc1nc(=S)o[nH]1

=====

b:
Below is one molecule with the formula C2H2N2O2S, with properties calculated with the ωB97M-V functional and the def2-TZVPD basis.

Geometry as ORCA input:
```
! wB97M-V def2-TZVPD RIJCOSX def2/J DEFGRID3
* xyz 0 1
O 2.263 -1.087 0.184
C 1.226 -0.507 -0.156
N 0.761 0.709 -0.200
N -0.542 0.783 0.203
C -0.967 -0.490 -0.011
S -2.679 -0.646 0.034
O -0.008 -1.261 -0.114
H 1.252 1.286 0.416
H -1.308 1.213 -0.354
*
```

Properties
Orbital gap, eV: 9.39
SMILES string: O=c1[nH][nH]c(=S)o1

=====

c:
Below is a 2-piece molecular cluster, C2H2N2O2S overall, with properties calculated with the ωB97M-V functional and the def2-TZVPD basis.

Geometry as ORCA input:
```
! wB97M-V def2-TZVPD RIJCOSX def2/J DEFGRID3
* xyz 0 1
C -0.907 0.230 -0.047
C 1.369 0.467 -0.052
H -2.049 -1.410 0.641
H 0.318 -1.448 -0.107
N -0.713 1.522 0.026
N 0.270 -0.519 -0.106
O -2.039 -0.389 -0.183
O 0.764 1.595 -0.113
S 2.989 -0.048 -0.058
*
```

Properties
Orbital gap, eV: 7.48

=====

Computed relative energies in units of eV: a 0.946; b 0.000; c 1.466

=====

a:
Below is a 2-piece molecular cluster, C3H7OP overall, with properties calculated with the ωB97M-V functional and the def2-TZVPD basis.

Geometry as ORCA input:
```
! wB97M-V def2-TZVPD RIJCOSX def2/J DEFGRID3
* xyz 0 1
C 1.904 -1.391 0.019
P 1.821 0.440 0.478
O 2.348 1.273 -0.612
H 1.746 -1.606 -0.981
H 1.088 -1.798 0.551
H 2.951 -1.630 0.066
C -1.634 0.216 -0.006
C -2.247 1.374 0.240
H -1.280 -0.038 -1.062
H -1.536 -0.505 0.686
H -2.680 1.532 1.149
H -2.479 2.132 -0.528
*
```

Properties
Orbital gap, eV: 8.74
SMILES string: CP=O.C=C

=====

b:
Below is one molecule with the formula C3H7OP, with properties calculated with the ωB97M-V functional and the def2-TZVPD basis.

Geometry as ORCA input:
```
! wB97M-V def2-TZVPD RIJCOSX def2/J DEFGRID3
* xyz 0 1
C 2.044 0.728 -0.160
C 1.109 -0.042 0.224
P -0.604 0.528 0.221
C -1.595 -0.866 -0.300
O -0.843 1.869 -0.299
H 3.041 0.481 -0.384
H 1.675 1.768 -0.259
H 1.215 -1.285 0.405
H -0.691 0.212 1.636
H -1.657 -0.956 -1.408
H -1.031 -1.675 0.258
H -2.662 -0.763 0.068
*
```

Properties
Orbital gap, eV: 11.09
SMILES string: C=C[P@H](C)=O

=====

Computed relative energies in units of eV: a 0.895; b 0.000

=====

a:
Below is one molecule with the formula C3H7OP, with properties calculated with the ωB97M-V functional and the def2-TZVPD basis.

Geometry as ORCA input:
```
! wB97M-V def2-TZVPD RIJCOSX def2/J DEFGRID3
* xyz 0 1
C -1.422 -0.979 -0.209
C -1.244 0.221 0.297
C 0.186 0.566 0.534
O 0.746 1.645 -0.196
P 1.411 -0.874 0.166
H -2.417 -1.314 -0.428
H -0.641 -1.663 -0.140
H -2.029 1.006 0.065
H 0.455 0.821 1.491
H 0.992 1.200 -1.017
H 2.405 -0.130 0.638
H 1.559 -0.500 -1.201
*
```

Properties
Orbital gap, eV: 10.18
SMILES string: C=C[C@H](O)P

=====

b:
Below is a 2-piece molecular cluster, C3H7OP overall, with properties calculated with the ωB97M-V functional and the def2-TZVPD basis.

Geometry as ORCA input:
```
! wB97M-V def2-TZVPD RIJCOSX def2/J DEFGRID3
* xyz 0 1
C 2.452 -0.727 0.043
P 2.065 1.030 -0.509
O 2.453 1.885 0.607
H 1.888 -1.456 -0.532
H 3.515 -0.904 -0.131
H 2.251 -0.848 1.106
C -2.079 -0.242 -0.463
C -2.800 0.582 0.266
H -1.101 -0.571 -0.146
H -2.420 -0.631 -1.410
H -3.779 0.916 -0.037
H -2.444 0.966 1.207
*
```

Properties
Orbital gap, eV: 8.86
SMILES string: CP=O.C=C

=====

Computed relative energies in units of eV: a 1.346; b 0.000

=====

a:
Below is C3H8N5S as an isolated structure, with properties calculated with the ωB97M-V functional and the def2-TZVPD basis.

Geometry as ORCA input:
```
! wB97M-V def2-TZVPD RIJCOSX def2/J DEFGRID3
* xyz 1 1
C -0.296 1.128 -0.849
C 0.402 0.940 0.369
C -0.821 -0.009 -2.937
N 0.573 1.724 1.322
N 0.401 -0.974 -1.222
N -0.340 0.062 -1.607
N 0.007 -0.762 2.903
N 1.017 -1.310 2.337
S 1.230 -0.788 0.066
H -0.937 2.106 -1.109
H -0.812 0.900 -3.412
H -1.837 -0.376 -3.044
H -0.124 -0.681 -3.505
H 1.190 1.584 2.145
H -0.731 -1.360 3.359
H -0.023 0.192 2.780
H 1.103 -2.376 2.403
*
```

Properties
Orbital gap (spin up / spin down), eV: 7.63 / 5.96

=====

b:
Below is a 2-piece molecular cluster, C3H8N5S overall, with properties calculated with the ωB97M-V functional and the def2-TZVPD basis.

Geometry as ORCA input:
```
! wB97M-V def2-TZVPD RIJCOSX def2/J DEFGRID3
* xyz 1 1
C -1.170 0.676 1.993
C 0.757 -0.623 -1.454
C -0.220 1.798 2.182
N -1.508 0.510 0.770
N 0.746 0.518 -0.821
N 1.951 -0.895 -1.980
N -0.372 -1.502 -1.577
N -0.916 1.428 -0.095
S -0.261 2.738 0.642
H -1.547 -0.019 2.654
H -0.423 2.560 2.950
H 0.862 1.384 2.143
H 2.711 -0.254 -1.945
H 2.292 -1.813 -2.162
H -1.160 -1.383 -1.071
H -0.457 -2.186 -2.271
H -1.270 1.380 -1.042
*
```

Properties
Orbital gap (spin up / spin down), eV: 7.73 / 8.59

=====

Computed relative energies in units of eV: a 1.199; b 0.000

=====

a:
Below is one molecule with the formula C5H8O4, with properties calculated with the ωB97M-V functional and the def2-TZVPD basis.

Geometry as ORCA input:
```
! wB97M-V def2-TZVPD RIJCOSX def2/J DEFGRID3
* xyz 0 1
O -1.708 -1.573 -1.198
C -0.849 -0.701 -0.664
O -0.745 0.236 -1.986
C 0.500 -1.274 -0.236
C 0.990 -0.235 0.743
O 1.404 1.002 0.115
C 0.383 1.744 0.822
C -0.288 0.446 1.273
O -1.346 -0.001 0.444
H -1.663 -1.222 -2.269
H 0.055 0.760 -1.830
H 0.336 -2.233 0.272
H 1.172 -1.428 -1.088
H 1.727 -0.589 1.474
H 0.813 2.327 1.649
H -0.202 2.394 0.158
H -0.579 0.346 2.322
*
```

Properties
Orbital gap, eV: 11.12
SMILES string: OC1(O)C[C@H]2OC[C@H]2O1

=====

b:
Below is one molecule with the formula C5H8O4, with properties calculated with the ωB97M-V functional and the def2-TZVPD basis.

Geometry as ORCA input:
```
! wB97M-V def2-TZVPD RIJCOSX def2/J DEFGRID3
* xyz 0 1
C -0.621 0.765 1.853
C -1.024 0.260 0.505
O -0.910 -1.457 0.546
O -1.838 0.640 -0.260
H -0.871 -1.840 1.437
H -0.638 1.853 1.819
H -1.349 0.416 2.588
H 0.376 0.431 2.126
C 0.477 0.596 -2.093
C 0.809 0.367 -0.642
C 0.648 -1.433 -0.151
O 1.634 0.989 -0.024
O 0.814 -2.120 -1.122
H 1.262 -1.432 0.762
H 1.329 0.276 -2.694
H 0.305 1.660 -2.253
H -0.401 0.030 -2.396
*
```

Properties
Orbital gap (spin up / spin down), eV: 7.71 / 7.71

=====

c:
Below is one molecule with the formula C5H8O4, with properties calculated with the ωB97M-V functional and the def2-TZVPD basis.

Geometry as ORCA input:
```
! wB97M-V def2-TZVPD RIJCOSX def2/J DEFGRID3
* xyz 0 1
C 2.725 -0.623 0.519
C 1.721 0.131 0.042
O 1.668 1.515 0.006
C 0.441 -0.566 -0.374
O 0.442 -1.791 -0.358
C -0.827 0.261 -0.735
O -0.950 1.531 -0.127
C -2.065 -0.487 -0.312
O -2.251 -0.217 1.090
H 2.668 -1.692 0.434
H 3.601 -0.206 1.030
H 0.764 1.797 -0.263
H -0.869 0.420 -1.795
H -1.226 1.290 0.832
H -2.107 -1.581 -0.533
H -2.952 -0.111 -0.797
H -3.118 -0.521 1.366
*
```

Properties
Orbital gap, eV: 9.25
SMILES string: C=C(O)C(=O)[C@H](O)CO

=====

d:
Below is one molecule with the formula C5H8O4, with properties calculated with the ωB97M-V functional and the def2-TZVPD basis.

Geometry as ORCA input:
```
! wB97M-V def2-TZVPD RIJCOSX def2/J DEFGRID3
* xyz 0 1
C 1.296 0.615 -1.515
C 0.647 1.354 -0.373
O 1.207 2.232 0.229
C -0.770 0.929 -0.030
C -0.940 -0.587 0.071
O -2.232 -0.844 0.582
C 0.103 -1.203 1.017
O 0.561 -2.305 0.865
O 0.403 -0.416 2.035
H 1.602 -0.379 -1.163
H 2.184 1.145 -1.854
H 0.593 0.484 -2.344
H -1.446 1.308 -0.798
H -1.056 1.373 0.928
H -0.818 -1.069 -0.910
H -2.373 -1.798 0.630
H 1.039 -0.837 2.631
*
```

Properties
Orbital gap, eV: 10.41
SMILES string: CC(=O)C[C@H](O)C(=O)O

=====

Computed relative energies in units of eV: a 2.143; b 3.754; c 1.773; d 0.000

=====

a:
Below is a 2-piece molecular cluster, C10H17N2 overall, with properties calculated with the ωB97M-V functional and the def2-TZVPD basis.

Geometry as ORCA input:
```
! wB97M-V def2-TZVPD RIJCOSX def2/J DEFGRID3
* xyz 1 1
C -1.694 2.670 1.276
C 1.432 1.136 0.323
C -2.280 2.624 0.204
C -1.541 -2.716 -0.416
C -1.089 -2.969 0.964
C -1.120 -1.529 0.453
C 0.129 -0.920 0.183
C -2.712 2.259 -1.148
C 1.320 -1.549 -0.511
C 3.753 1.560 0.110
N 2.620 0.728 0.328
N 0.306 0.355 0.444
H -1.735 2.786 2.364
H 1.008 2.190 0.171
H -0.978 -2.750 -1.371
H -2.628 -2.603 -0.578
H -1.887 -3.277 1.731
H -0.081 -3.412 1.170
H -1.987 -0.779 0.708
H -2.386 3.043 -1.873
H -3.811 2.148 -1.245
H -2.140 1.227 -1.369
H 2.328 -1.338 -0.077
H 1.187 -1.331 -1.594
H 1.194 -2.606 -0.379
H 4.529 1.084 -0.368
H 3.496 2.459 -0.313
H 4.314 1.745 1.058
H -0.467 0.790 0.852
*
```

Properties
Orbital gap, eV: 9.22

=====

b:
Below is a 2-piece molecular cluster, C10H17N2 overall, with properties calculated with the ωB97M-V functional and the def2-TZVPD basis.

Geometry as ORCA input:
```
! wB97M-V def2-TZVPD RIJCOSX def2/J DEFGRID3
* xyz 1 1
C -0.522 0.270 -1.436
C -1.151 1.510 -1.611
C -2.527 1.792 -1.706
C -3.635 0.943 -1.753
C -3.633 -0.452 -1.749
C -2.512 -1.285 -1.692
C -1.144 -0.974 -1.601
H 0.584 0.271 -1.361
H -0.504 2.387 -1.708
H -2.765 2.855 -1.856
H -4.613 1.435 -1.830
H -4.608 -0.948 -1.830
H -2.732 -2.351 -1.829
H -0.486 -1.846 -1.693
C 0.153 0.262 2.067
N 1.400 0.558 1.374
N 2.301 -0.527 1.476
C 2.967 -0.678 0.236
C 3.102 -0.607 2.663
H -0.242 1.240 2.347
H -0.598 -0.283 1.474
H 0.442 -0.314 2.952
H 1.320 0.862 0.387
H 3.523 -1.609 0.254
H 2.198 -0.697 -0.545
H 3.649 0.155 0.032
H 3.613 -1.575 2.634
H 3.904 0.153 2.713
H 2.516 -0.549 3.592
*
```

Properties
Orbital gap, eV: 4.37

=====

Computed relative energies in units of eV: a 0.860; b 0.000